No. 1
Here is a structure of composition C26H45HfN3P2 at a distorted geometry from the OMol25 dataset. Energies are from the ωB97M-V functional and the def2-TZVPD basis.

Structure (XYZ):
```
77
Properties=species:S:1:pos:R:3:forces:R:3
Hf -0.5460 -1.0722 -0.0878 9.1 4.9 -2.4
C 1.8304 -1.7436 -0.3264 -0.8 -0.3 -0.7
C 1.0346 -2.2689 -1.4239 -0.1 -0.2 0.8
C 1.8847 -0.2114 -2.0559 -0.8 -0.7 -0.9
C 2.4005 -0.5059 -0.7750 -0.2 -0.5 0.3
C 1.0184 -1.2624 -2.4599 0.8 0.8 0.3
C 2.3154 -2.5301 0.8355 0.3 -0.3 0.7
H 1.6852 -3.4089 1.0256 0.2 0.1 0.0
H 2.3230 -1.9155 1.7483 0.1 -0.2 -0.1
H 3.3424 -2.8924 0.6613 -0.3 0.1 0.1
C 3.4734 0.2468 -0.0797 -0.1 0.7 0.3
H 3.3107 0.3343 1.0087 0.0 -0.2 -0.4
H 3.5692 1.2679 -0.4805 0.0 -0.3 0.1
H 4.4521 -0.2419 -0.2237 -0.3 0.0 0.0
C 2.3107 0.9169 -2.9248 -0.2 0.5 0.0
H 3.2020 0.6373 -3.5082 -0.2 0.1 0.2
H 2.5394 1.8166 -2.3394 0.1 -0.2 -0.2
H 1.5220 1.1867 -3.6359 0.2 0.0 0.1
C 0.3613 -1.3698 -3.7880 -0.2 0.2 -0.2
H 0.7890 -2.1900 -4.3823 -0.1 0.2 0.2
H 0.4790 -0.4364 -4.3468 0.0 -0.3 0.0
H -0.7198 -1.5370 -3.7051 0.1 -0.2 -0.1
C 0.7747 -3.7289 -1.6364 -0.1 -0.4 -0.1
H 1.6934 -4.2554 -1.9636 -0.4 0.3 0.2
H 0.0104 -3.8914 -2.4097 0.3 0.0 0.2
H 0.4365 -4.2250 -0.7138 0.1 0.0 -0.2
C -1.8333 -1.0063 1.6881 -1.8 -3.0 3.6
C -1.1819 -2.2790 1.5676 -3.7 0.3 3.9
C -2.0528 -3.4617 1.1503 0.2 -0.6 -0.4
C -2.6023 -3.3658 -0.3060 0.4 -0.7 -0.1
C -2.0053 -2.2604 -1.1942 -4.2 0.1 -3.2
C -2.4452 -0.8983 -1.1589 -3.1 -3.3 -2.4
C -3.5573 -0.4634 -0.2252 0.3 1.3 0.2
C -3.3034 -0.8299 1.2704 -0.5 0.2 0.0
H -2.9232 -3.5622 1.8180 0.4 0.4 0.1
H -3.7112 -3.3399 -0.2923 0.6 0.6 -0.1
H -1.5185 -4.4185 1.2655 0.1 0.6 -0.1
H -3.9373 -1.7102 1.4886 0.8 0.0 0.1
H -1.4957 -0.2639 2.4237 0.7 -0.1 -0.6
H -0.3306 -2.5304 2.2039 0.4 0.6 -0.2
H -3.7520 -0.0308 1.8782 0.5 -0.1 -0.1
H -3.6849 0.6402 -0.3235 0.3 -0.7 0.1
H -2.4083 -0.2981 -2.0832 0.9 -0.2 0.4
H -4.5358 -0.8806 -0.5596 0.8 -0.1 0.1
H -2.3733 -4.3305 -0.7979 0.0 0.6 0.1
H -1.6809 -2.6835 -2.1577 0.3 0.7 0.4
P 1.4390 0.3730 4.3016 0.2 0.6 0.3
C 3.0964 1.0312 3.8392 0.2 -0.5 -0.1
H 3.5684 1.6021 4.6457 -0.1 -0.1 -0.1
H 3.0158 1.6673 2.9545 0.0 0.0 0.1
H 3.7347 0.1842 3.5734 0.2 0.1 0.1
C 0.5407 1.9754 4.2601 -0.4 -0.1 0.1
H 0.8423 2.6031 5.1105 0.0 0.0 -0.4
H -0.5243 1.7465 4.3697 0.0 0.3 0.0
H 0.6979 2.4986 3.3075 -0.1 -0.1 0.4
C 1.6234 0.2556 6.1418 -0.2 -0.6 -0.1
H 0.6572 0.0204 6.6083 0.2 0.1 -0.2
H 1.9923 1.1916 6.5661 0.0 0.0 -0.1
H 2.3065 -0.5581 6.4047 0.0 0.1 0.0
P -1.5985 2.4752 -2.3835 0.1 -0.3 0.0
C -2.3829 2.5274 -4.0309 -0.1 -0.1 0.0
H -3.0593 3.3885 -4.0815 0.2 -0.2 -0.3
H -2.9492 1.5968 -4.1714 0.0 0.3 -0.2
H -1.5976 2.5816 -4.7951 -0.3 0.0 0.0
C -2.7588 3.5051 -1.4067 0.1 -0.2 0.1
H -3.7644 3.0678 -1.4309 0.1 0.2 0.0
H -2.7696 4.5218 -1.8209 -0.2 -0.2 0.2
H -2.4053 3.5287 -0.3678 -0.2 0.2 -0.2
C -0.2665 3.7073 -2.6234 0.0 -0.1 0.0
H -0.7443 4.6567 -2.8980 0.4 -0.1 0.0
H 0.4017 3.3600 -3.4233 -0.1 0.3 0.2
H 0.3125 3.8281 -1.6978 -0.1 0.1 -0.3
N -0.0751 0.9467 0.1298 0.2 -0.2 0.3
C 0.5205 1.9464 0.4280 -0.1 1.7 1.5
N 0.8837 3.0389 0.9574 -0.2 -2.0 -1.4
C 2.0555 3.6794 0.8960 1.9 1.3 0.2
N 3.0479 4.3065 0.9682 -2.2 -1.5 -0.3
```
Forces are in eV/Å.

Summary:
**DFT total energy**: -52025.9435 eV
**Net charge**: +2
**Relative energy (zero: lowest compared OMol25 entry of this formula, charge and spin)**: 605.6 kJ/mol
**E_LUMO (alpha / beta)**: -9.49 / -9.50 eV

---

No. 2
Here is a structure of composition C26H46AuI2N2O4P2S from the OMol25 dataset. Energies are from the ωB97M-V functional and the def2-TZVPD basis.

Structure (XYZ):
```
84
Properties=species:S:1:pos:R:3:forces:R:3
Au 0.3912 -0.5682 0.2108 0.4 0.2 -0.2
I -0.0733 4.6229 -0.3306 -0.1 0.0 0.0
C 1.6311 3.4743 -0.0829 0.2 0.7 -0.1
C 2.8764 4.1343 0.0033 -0.1 -0.1 0.0
C 4.0444 3.4409 0.1448 0.0 0.0 0.0
I 5.8285 4.5030 0.2908 0.1 0.0 0.0
C 4.0113 2.0256 0.2145 0.0 -0.1 0.0
C 5.1405 1.1889 0.3478 0.0 0.1 0.0
C 4.9875 -0.1657 0.4309 0.0 0.0 0.0
C 3.6974 -0.7111 0.3792 0.0 0.2 0.1
N 2.6253 0.0351 0.2484 0.0 0.0 -0.2
C 2.7493 1.3924 0.1504 0.2 -0.4 0.0
C 1.5366 2.1102 -0.0292 -0.3 -0.5 0.0
O 0.4063 1.4549 -0.1618 -0.1 0.1 0.1
H 2.8935 5.2146 -0.0423 0.0 0.0 0.0
H 6.1255 1.6352 0.3848 0.0 0.0 0.0
H 5.8403 -0.8219 0.5359 0.0 0.0 0.0
H 3.5485 -1.7728 0.4687 0.0 -0.1 -0.1
C -4.9384 2.0702 1.4588 0.1 0.0 0.1
O -4.3016 1.6639 0.2476 -0.2 -0.1 0.0
P -2.6695 1.6387 0.2102 0.3 -0.2 0.1
O -2.5138 1.3373 -1.3783 -0.1 -0.1 0.0
C -2.8908 2.3243 -2.3429 0.1 0.1 0.1
O -2.3467 0.0873 0.7041 -0.2 0.1 -0.1
C -3.2475 -0.9639 0.3033 0.1 0.1 0.2
H -5.9879 2.2381 1.2402 0.0 0.0 -0.1
H -4.5017 2.9940 1.8449 0.0 0.0 0.0
H -4.8557 1.2933 2.2225 0.0 0.0 0.0
H -2.8984 1.8374 -3.3137 0.0 0.0 0.0
H -2.1650 3.1387 -2.3510 0.0 0.0 0.0
H -3.8858 2.7149 -2.1291 0.0 0.0 0.0
H -2.6470 -1.8481 0.1192 0.0 0.1 0.1
H -3.7918 -0.6996 -0.5997 0.0 0.0 0.0
H -3.9540 -1.1554 1.1118 0.0 0.0 0.0
C 1.5939 -0.5288 3.9068 0.0 0.0 0.0
S 0.6540 0.6032 2.8702 -0.1 -0.1 0.1
C -0.9454 0.4915 3.6915 0.0 0.0 0.0
H 1.6068 -0.1693 4.9351 0.0 0.0 0.0
H 2.6158 -0.5470 3.5266 0.0 0.0 0.0
H 1.1748 -1.5355 3.8735 0.1 0.1 0.0
H -1.3727 -0.5056 3.5876 0.0 0.0 0.0
H -1.6009 1.2131 3.2089 0.0 0.0 0.0
H -0.8321 0.7494 4.7441 0.0 0.0 0.0
C -1.3322 -6.1701 -1.3212 -0.1 0.0 -0.1
C -1.0545 -4.6662 -1.4367 0.0 0.2 0.0
C -2.3776 -3.8783 -1.4562 0.0 -0.1 -0.1
C -0.3736 -4.3859 -2.7873 -0.1 0.0 0.0
P 0.0346 -4.0348 -0.0544 -0.1 0.3 0.1
N -0.2056 -2.4167 0.0487 0.1 -0.4 -0.1
C -0.5445 -4.6340 1.6275 -0.1 0.2 0.0
C -2.0823 -4.5467 1.6944 0.1 -0.1 0.0
C -0.1124 -6.0746 1.9173 -0.1 0.0 0.1
C -0.0193 -3.6789 2.7210 0.0 -0.1 0.0
C 1.8180 -4.4773 -0.3727 0.1 0.2 0.1
C 2.6201 -4.0997 0.8883 0.0 -0.1 -0.1
C 2.3556 -3.6161 -1.5366 0.1 0.0 0.0
C 2.0556 -5.9543 -0.7004 0.1 0.0 0.0
H -1.8626 -6.4779 -2.2259 0.0 0.0 0.0
H -1.9696 -6.4193 -0.4753 0.0 0.0 0.0
H -0.4255 -6.7701 -1.2579 0.0 0.0 0.0
H -2.9369 -4.2063 -2.3349 0.0 0.0 0.0
H -2.2041 -2.8067 -1.5518 0.0 -0.1 -0.1
H -3.0037 -4.0518 -0.5853 0.0 0.0 -0.1
H -1.1101 -4.5799 -3.5682 0.0 0.0 0.0
H 0.4755 -5.0374 -2.9768 0.0 0.0 0.0
H -0.0592 -3.3459 -2.8866 0.0 0.0 0.0
H -2.5795 -5.2508 1.0325 0.0 0.0 0.0
H -2.4453 -3.5436 1.4835 0.0 0.1 0.0
H -2.3768 -4.7991 2.7144 0.0 0.0 0.0
H -0.3970 -6.7720 1.1299 0.0 0.0 0.0
H -0.6206 -6.3914 2.8318 0.0 0.0 0.0
H 0.9577 -6.1681 2.0922 0.0 0.0 0.0
H -0.2038 -2.6323 2.4696 0.0 -0.1 0.0
H 1.0390 -3.8056 2.9306 0.0 0.0 0.0
H -0.5654 -3.8994 3.6411 0.0 0.0 0.0
H 2.4081 -3.0826 1.2267 -0.1 -0.1 0.0
H 3.6839 -4.1596 0.6448 0.0 0.0 0.0
H 2.4441 -4.7827 1.7149 0.0 0.0 0.0
H 2.0232 -2.5799 -1.4891 0.0 0.1 0.1
H 2.0840 -4.0115 -2.5089 0.0 0.0 0.0
H 3.4465 -3.6224 -1.4860 0.0 0.0 0.0
H 1.7032 -6.6262 0.0791 0.0 0.0 0.0
H 3.1341 -6.1057 -0.7987 0.0 0.0 0.0
H 1.6043 -6.2506 -1.6448 0.0 0.0 0.0
```
Forces are in eV/Å.

Summary:
**DFT total energy**: -88178.5804 eV
**Multiplicity**: 3
**Net charge**: +1
**Relative energy (zero: lowest compared OMol25 entry of this formula, charge and spin)**: 166.1 kJ/mol
**E_LUMO (alpha / beta)**: -2.57 / -4.75 eV

---

No. 3
Here is the ion C26H46BrFIN6 with charge +1 at a distorted geometry from the OMol25 dataset. Energies are from the ωB97M-V functional and the def2-TZVPD basis.

Structure (XYZ):
```
81
Properties=species:S:1:pos:R:3:forces:R:3
H 5.5595 -2.4795 -2.5063 0.1 0.1 0.0
N 4.8628 -1.7375 -2.4926 -0.8 0.5 -0.1
C 5.0061 -0.9726 -1.4937 1.1 -1.0 0.4
C 6.1909 -1.2519 -0.5336 -0.9 0.5 0.1
C 4.1576 0.2787 -1.2289 1.2 -0.7 0.4
C 2.8046 0.1407 -0.4488 0.1 0.8 -1.9
C 2.0866 -1.0546 -1.1781 0.3 1.2 0.9
C 1.5050 -2.1057 -0.5352 -0.4 -1.3 1.0
C 0.8688 -3.0983 -1.2767 0.6 0.9 0.3
C 0.8963 -2.9056 -2.6255 -1.1 -1.7 -1.1
C 1.5333 -1.8432 -3.2128 0.2 0.3 0.1
N 2.1309 -0.9173 -2.4832 0.0 0.1 -0.7
C 2.0577 1.5121 -0.6340 -1.2 1.0 -0.7
I 3.4158 3.3147 -0.7784 0.4 0.0 0.1
C 1.2891 1.6768 -1.9898 -0.4 0.0 0.4
C -0.0816 0.9435 -2.0312 0.3 0.7 -1.0
C -1.2885 1.9091 -1.9025 -0.3 -1.4 0.6
C -2.4024 1.1755 -1.1218 0.3 0.9 0.2
C -3.5894 2.0999 -0.7661 0.0 -0.2 -0.7
C -4.9152 1.7709 -1.4766 -0.5 0.0 0.5
C -5.2909 0.2789 -1.4961 0.2 0.1 0.0
C -5.0010 -0.4750 -0.1881 0.2 -0.7 -0.8
C -5.8479 -1.7664 -0.0436 0.6 0.7 0.8
C -5.9983 -2.1640 1.4473 -0.1 -1.0 -0.4
C -5.4980 -3.6012 1.7642 0.0 0.2 0.2
N 1.0461 1.8415 0.3349 0.8 -1.0 0.3
C 1.2708 1.7372 1.7510 0.4 0.3 -0.4
Br -0.6095 1.7878 2.4738 0.2 -0.2 -0.1
C 2.0002 2.9282 2.4482 -0.5 0.6 -0.1
C 1.4415 3.4934 3.7693 1.0 0.3 0.1
C 1.9084 0.2853 2.0082 -3.3 1.5 3.1
N 0.8660 -0.6774 2.0530 1.3 -1.4 -1.7
N 2.4444 0.3990 3.3657 0.4 -0.8 -0.4
N 3.0264 -0.0543 1.0301 1.6 -0.2 1.1
C 3.7086 -1.3206 1.4437 -0.2 -1.4 0.3
F 3.9923 0.9040 1.4013 -0.2 0.3 -0.5
H 7.0619 -1.5649 -1.1030 0.1 0.1 0.0
H 6.4099 -0.3763 0.0835 0.3 -0.1 -0.1
H 5.9224 -2.0602 0.1483 0.2 -0.1 -0.1
H 3.9664 0.7598 -2.1830 -0.4 -0.2 0.0
H 4.8644 0.9314 -0.7196 -0.5 0.2 0.2
H 1.5356 -2.2286 0.5367 0.0 0.2 -0.1
H 0.3920 -3.9506 -0.8180 0.0 0.0 0.0
H 0.3900 -3.6300 -3.2572 0.1 0.1 -0.1
H 1.5368 -1.7620 -4.2934 0.2 0.2 0.1
H 1.0366 2.7374 -2.0376 0.2 0.0 0.0
H 1.9184 1.4954 -2.8562 0.1 -0.2 0.2
H -0.1573 0.5114 -3.0328 0.0 -0.3 0.2
H -0.1486 0.1422 -1.2958 0.0 0.0 0.0
H -1.0334 2.8327 -1.3764 0.0 0.1 -0.2
H -1.6808 2.1165 -2.8997 0.2 0.5 0.1
H -1.9558 0.8347 -0.1812 0.0 -0.2 -0.1
H -2.6825 0.2997 -1.7101 -0.2 0.0 0.2
H -3.7575 2.1167 0.3126 0.1 -0.1 0.0
H -3.3013 3.1183 -1.0468 -0.1 0.0 0.1
H -5.7086 2.2921 -0.9274 0.1 0.1 -0.1
H -4.9500 2.1789 -2.4900 0.2 -0.1 0.0
H -6.3510 0.1558 -1.7356 0.0 0.2 0.0
H -4.7501 -0.1919 -2.3254 -0.1 -0.2 0.1
H -5.0771 0.1519 0.7030 -0.3 0.1 -0.1
H -3.9629 -0.8219 -0.2475 0.1 0.3 0.4
H -6.8133 -1.6032 -0.5243 0.0 -0.2 0.1
H -5.3177 -2.5779 -0.5452 -0.3 0.1 -0.3
H -7.0560 -2.1268 1.7105 0.1 0.3 0.2
H -5.4310 -1.4964 2.0953 -0.3 0.3 -0.1
H -4.5982 -3.5674 2.3838 0.0 -0.1 -0.1
H -6.2412 -4.1679 2.3269 0.0 0.0 -0.1
H -5.2504 -4.1708 0.8661 -0.1 0.0 0.0
H 0.5674 2.6925 0.0708 -0.1 0.0 0.1
H 1.9320 3.7623 1.7452 0.1 -0.1 -0.1
H 3.0620 2.7579 2.6081 -0.1 -0.4 -0.3
H 2.2456 4.1135 4.1829 0.0 -0.1 0.0
H 1.2263 2.7543 4.5393 -0.2 0.0 -0.1
H 0.6191 4.1878 3.6234 -0.3 -0.4 0.0
H 0.2319 -0.7219 1.2691 -0.2 0.2 0.2
H 0.4780 -0.8856 2.9518 -0.1 0.2 0.0
H 2.6667 -0.5228 3.7394 0.1 0.0 -0.1
H 1.6485 0.6851 3.9328 0.2 0.4 0.0
H 3.8487 -2.0101 0.6183 -0.1 0.4 -0.3
H 3.0899 -1.8492 2.1670 -0.2 0.2 -0.1
H 4.6643 -1.1244 1.9175 -0.1 0.5 -0.2
```
Forces are in eV/Å.

Summary:
**DFT total energy**: -117499.0263 eV
**Net charge**: +1
**E_LUMO**: -2.77 eV
**SMILES**: [H]/N=C(\C)C[C@]1(c2ccccn2)[C@@](I)(CCCCCCCCCCC)N[C@](Br)(CC)C(N)(N)[N@+]1(C)F